# 1
The following is a quantum chemistry calculation of a cluster of 2 separate species, C17H25FN4O3 in total in a non-equilibrium geometry, from OMol25.

Values from the calculation:
Total energy, eV: -32843.85948
Gap between HOMO and LUMO, hartree: 0.1961
Net charge: 0
Relative energy (zero: lowest compared OMol25 entry of this formula, charge and spin), kJ/mol: 772.05
Molecular weight, u: 352.41

CARTESIAN COORDINATES (ANGSTROEM)
C (-3.33, 1.38, -2.27)
C (-2.41, 2.57, -2.89)
C (-1.02, 2.55, -2.10)
N (-0.07, 1.46, -2.53)
C (0.21, 0.49, -1.47)
C (-0.20, -1.02, -1.39)
F (-0.91, -1.68, -2.42)
N (0.24, -1.61, -0.15)
C (0.10, -3.00, 0.40)
C (-1.25, -3.75, 0.00)
N (-2.14, -4.09, 1.19)
C (0.96, -0.57, 0.59)
N (0.94, 0.62, -0.21)
C (1.49, 1.99, 0.01)
O (2.37, 2.10, 1.15)
C (1.98, 3.36, 1.78)
C (2.08, 4.75, 1.09)
C (1.60, 6.09, 1.78)
C (1.00, 5.98, 3.22)
C (0.93, 4.57, 3.92)
C (1.41, 3.26, 3.22)
H (-3.28, 0.43, -2.92)
H (-4.39, 1.78, -2.22)
H (-2.99, 1.10, -1.20)
H (-2.94, 3.58, -2.66)
H (-2.21, 2.46, -4.01)
H (-0.44, 3.55, -2.12)
H (-1.26, 2.36, -0.98)
H (0.85, 1.86, -2.77)
H (1.04, -3.60, 0.14)
H (0.08, -2.88, 1.56)
H (-0.95, -4.78, -0.44)
H (-1.91, -3.20, -0.75)
H (-3.10, -3.83, 0.89)
H (-1.94, -3.47, 1.98)
H (1.47, -0.69, 1.60)
H (1.99, 2.33, -0.96)
H (0.57, 2.69, 0.14)
H (2.50, 4.79, 0.02)
H (1.65, 7.11, 1.25)
H (0.61, 6.87, 3.83)
H (0.48, 4.43, 4.98)
H (1.35, 2.24, 3.72)
C (0.86, -7.68, -0.49)
C (1.81, -6.59, 0.00)
O (1.64, -5.46, -0.52)
O (2.64, -6.96, 0.87)
H (0.17, -7.30, -1.24)
H (1.44, -8.50, -0.94)
H (0.28, -8.08, 0.35)



# 2
The following is a quantum chemistry calculation of a cluster of 2 separate species, C4H9NO in total in a non-equilibrium geometry, from OMol25.

Values from the calculation:
Total energy, eV: -7827.52507
Multiplicity: 2
Gap between HOMO and LUMO (spin up / spin down), hartree: 0.1255 / 0.2604
Net charge: -1
Relative energy (zero: lowest compared OMol25 entry of this formula, charge and spin), kJ/mol: 233.50
Molecular weight, u: 87.12

CARTESIAN COORDINATES (ANGSTROEM)
C (-0.58, -1.12, 1.74)
C (-0.81, -1.55, 0.43)
N (0.20, -2.28, -0.35)
H (0.21, -1.56, 2.34)
H (-1.18, -0.40, 2.27)
H (-1.76, -1.45, -0.09)
H (1.02, -2.50, 0.19)
H (-0.24, -3.17, -0.57)
C (0.94, 2.79, -1.38)
C (0.18, 2.02, -0.58)
O (-0.29, 0.81, -0.82)
H (1.51, 3.59, -0.92)
H (0.77, 2.65, -2.45)
H (0.11, 2.22, 0.50)
H (-0.07, -0.05, -0.32)